# 1
{"formula": "AlBH26O11", "method": "wB97M-V/def2-TZVPD", "charge": 2, "lumo_energy_ev": -14.02, "multiplicity": 1, "elements": ["Al", "B", "H", "H", "H", "H", "O", "H", "H", "O", "H", "H", "O", "H", "H", "O", "H", "H", "O", "H", "H", "O", "H", "H", "O", "H", "H", "O", "H", "H", "O", "H", "H", "O", "H", "H", "O", "H", "H"], "coordinates": [[18.327, 9.666, -10.000], [16.184, 11.555, -10.856], [16.766, 11.863, -9.866], [16.252, 10.350, -11.108], [15.010, 11.742, -10.760], [16.576, 12.145, -11.808], [15.011, 12.325, -13.751], [15.255, 12.394, -12.818], [14.046, 12.305, -13.773], [14.279, 14.650, -11.183], [13.498, 14.383, -11.685], [14.442, 13.929, -10.561], [13.346, 10.084, -10.667], [13.285, 9.613, -11.506], [14.089, 10.700, -10.758], [16.052, 8.158, -10.825], [15.434, 8.322, -11.548], [15.569, 7.587, -10.212], [19.355, 12.204, -11.025], [18.776, 12.969, -11.260], [20.169, 12.328, -11.530], [14.548, 12.649, -8.603], [13.955, 11.945, -8.311], [15.161, 12.247, -9.238], [15.976, 10.001, -14.680], [16.207, 10.147, -15.606], [15.685, 10.880, -14.351], [15.851, 9.516, -8.367], [15.993, 9.150, -7.484], [14.892, 9.604, -8.448], [18.374, 12.053, -8.330], [17.922, 12.414, -7.557], [18.427, 12.784, -8.958], [17.606, 14.271, -11.226], [16.929, 13.577, -11.231], [17.615, 14.630, -12.125], [18.113, 9.730, -12.933], [17.212, 9.949, -13.238], [18.492, 9.216, -13.659]]}

***

# 2
{"formula": "AlBH26O11", "method": "wB97M-V/def2-TZVPD", "charge": 2, "lumo_energy_ev": -10.87, "multiplicity": 1, "elements": ["Al", "B", "H", "H", "H", "H", "O", "H", "H", "O", "H", "H", "O", "H", "H", "O", "H", "H", "O", "H", "H", "O", "H", "H", "O", "H", "H", "O", "H", "H", "O", "H", "H", "O", "H", "H", "O", "H", "H"], "coordinates": [[25.806, -3.006, -2.826], [26.619, -0.888, -2.163], [26.206, -1.673, -1.548], [27.694, -0.884, -2.068], [26.323, -1.080, -3.183], [26.212, 0.074, -1.893], [24.958, 0.651, -1.302], [25.639, 0.175, -1.779], [25.110, 1.570, -1.521], [25.028, 0.098, -3.902], [25.018, 1.055, -3.907], [25.947, -0.133, -4.037], [27.446, -3.130, -1.642], [27.612, -4.027, -1.355], [28.259, -2.662, -1.452], [25.809, -1.874, -4.553], [25.942, -0.932, -4.659], [25.418, -2.155, -5.380], [27.336, 1.068, -2.887], [26.774, 0.400, -2.494], [28.215, 0.860, -2.570], [26.939, -1.225, 0.066], [26.066, -0.921, 0.314], [26.995, -1.055, -0.874], [28.938, -1.309, -3.315], [28.365, -0.759, -2.780], [29.238, -0.733, -4.017], [25.148, -2.488, -0.879], [25.282, -2.917, -0.034], [24.554, -1.761, -0.688], [24.615, -1.355, -2.632], [23.693, -1.144, -2.777], [25.094, -0.648, -3.064], [27.671, -2.656, -3.640], [28.309, -3.319, -3.904], [28.200, -1.896, -3.400], [26.822, -0.283, -4.595], [26.955, 0.665, -4.595], [27.529, -0.624, -5.142]]}

***

# 3
{"formula": "AlF2", "method": "wB97M-V/def2-TZVPD", "charge": 1, "lumo_energy_ev": -13.02, "multiplicity": 1, "elements": ["Al", "F", "F"], "coordinates": [[-3.646, 2.901, -3.959], [-4.267, 1.051, -1.780], [-3.957, 5.399, -5.517]]}

***

# 4
{"formula": "AlF2", "method": "wB97M-V/def2-TZVPD", "charge": 1, "lumo_energy_ev": -13.07, "multiplicity": 1, "elements": ["Al", "F", "F"], "coordinates": [[-0.686, 0.050, -0.730], [1.867, -1.412, -1.130], [-1.181, 1.363, 1.860]]}

***

# 5
{"formula": "AlN2O6", "method": "wB97M-V/def2-TZVPD", "charge": 1, "lumo_energy_ev": -11.39, "multiplicity": 1, "elements": ["Al", "N", "O", "O", "O", "N", "O", "O", "O"], "coordinates": [[-1.644, -0.211, 1.693], [1.903, 0.388, 1.968], [1.288, -0.319, 1.083], [3.128, 0.408, 2.131], [1.066, 1.070, 2.635], [-1.427, -0.325, -2.420], [-0.892, -1.347, -2.754], [-2.234, 0.339, -3.100], [-1.188, -0.003, -1.235]]}

***

# 6
{"formula": "ArH20O10Xe", "method": "wB97M-V/def2-TZVPD", "lumo_energy_ev": -0.10, "multiplicity": 1, "elements": ["Ar", "Xe", "O", "H", "H", "O", "H", "H", "O", "H", "H", "O", "H", "H", "O", "H", "H", "O", "H", "H", "O", "H", "H", "O", "H", "H", "O", "H", "H", "O", "H", "H"], "coordinates": [[4.622, -0.807, -1.597], [1.483, -0.286, -0.033], [1.105, 3.267, -1.848], [1.072, 4.208, -2.019], [1.955, 3.129, -1.430], [2.756, -1.142, 3.595], [3.476, -1.468, 3.055], [3.045, -1.291, 4.495], [-0.784, 2.439, 3.083], [-0.825, 1.983, 2.242], [-0.193, 1.907, 3.616], [-2.065, 0.490, 1.022], [-1.972, 1.181, 0.367], [-3.002, 0.467, 1.215], [0.617, -0.791, -3.362], [1.320, -1.437, -3.302], [0.353, -0.807, -4.281], [0.267, -2.448, 2.994], [1.040, -3.011, 2.996], [0.618, -1.557, 2.991], [-1.045, -2.889, -1.952], [-0.844, -2.079, -2.420], [-1.050, -2.638, -1.028], [-1.344, 1.022, -2.864], [-1.988, 0.317, -2.933], [-0.501, 0.592, -3.008], [-1.695, -2.565, 0.697], [-2.201, -1.753, 0.691], [-1.014, -2.418, 1.353], [-1.288, 2.902, -0.474], [-0.355, 3.068, -0.609], [-1.561, 2.417, -1.253]]}

***

# 7
{"formula": "ArH22NeO11", "method": "wB97M-V/def2-TZVPD", "lumo_energy_ev": -0.41, "multiplicity": 1, "elements": ["Ne", "Ar", "O", "H", "H", "O", "H", "H", "O", "H", "H", "O", "H", "H", "O", "H", "H", "O", "H", "H", "O", "H", "H", "O", "H", "H", "O", "H", "H", "O", "H", "H", "O", "H", "H"], "coordinates": [[-0.194, -0.052, -0.371], [2.604, -0.570, -1.302], [-2.871, 1.269, 0.168], [-2.899, 0.515, 0.758], [-2.096, 1.759, 0.441], [0.864, 1.846, -2.713], [1.409, 1.345, -3.319], [1.405, 1.946, -1.930], [-0.429, -2.232, -3.426], [0.192, -2.856, -3.802], [-0.187, -2.182, -2.501], [1.331, 2.723, 2.278], [0.876, 2.075, 2.817], [0.725, 2.904, 1.559], [-2.912, -1.209, 1.614], [-3.235, -1.564, 0.786], [-2.146, -1.744, 1.822], [-2.063, 1.127, -2.742], [-2.059, 1.123, -1.785], [-1.142, 1.229, -2.985], [3.365, 0.908, 1.423], [3.236, 1.618, 2.052], [3.254, 1.323, 0.568], [1.442, -1.043, 3.043], [0.894, -1.660, 2.560], [1.872, -0.522, 2.365], [-0.551, -2.485, 1.571], [-0.946, -3.333, 1.775], [-0.181, -2.598, 0.695], [-0.717, 3.127, 0.560], [-0.247, 3.359, -0.240], [-1.186, 3.925, 0.803], [0.676, -3.016, -0.820], [0.388, -3.808, -1.274], [1.527, -3.249, -0.447]]}

***

# 8
{"formula": "AsB3F6H12Sn", "method": "wB97M-V/def2-TZVPD", "charge": -2, "lumo_energy_ev": 4.42, "multiplicity": 1, "elements": ["Sn", "B", "H", "H", "H", "H", "B", "H", "H", "H", "H", "B", "H", "H", "H", "H", "As", "F", "F", "F", "F", "F", "F"], "coordinates": [[-21.010, 0.825, 5.479], [-20.758, 1.435, 8.468], [-20.850, 1.769, 9.599], [-19.807, 1.983, 7.973], [-20.603, 0.266, 8.407], [-21.763, 1.731, 7.912], [-21.522, -1.791, 6.842], [-21.778, -2.762, 6.220], [-22.415, -1.019, 6.653], [-21.573, -2.030, 7.997], [-20.453, -1.268, 6.592], [-24.080, 1.424, 6.235], [-24.803, 2.026, 5.512], [-24.703, 0.921, 7.104], [-23.522, 0.538, 5.621], [-23.271, 2.149, 6.713], [-21.388, -1.036, 1.164], [-19.654, -0.842, 1.121], [-21.248, -2.631, 1.834], [-23.121, -1.217, 1.196], [-21.559, 0.528, 0.413], [-21.308, -1.750, -0.457], [-21.432, -0.336, 2.786]]}

***

| no. | frontier orbital gap (eV) | highest occupied orbital energy (eV) |
| --- | --- | --- |
| 1 | 3.33 | -17.349 |
| 2 | 5.67 | -16.545 |
| 3 | 4.49 | -17.508 |
| 4 | 4.34 | -17.414 |
| 5 | 2.93 | -14.319 |
| 6 | 10.32 | -10.417 |
| 7 | 9.79 | -10.199 |
| 8 | 7.82 | -3.399 |